Entry one
An isolated molecule of C2H4N2O3. Source: the Open Molecules 2025 dataset; level of theory: ωB97M-V/def2-TZVPD.

Calculated values
SMILES: NN(C=O)C(=O)O
Molar mass, g mol⁻¹: 104.06
Charge: 0
HOMO-LUMO gap, eV: 10.636
HOMO level, eV: -9.9376

```
11
C2H4N2O3, DFT ωB97M-V/def2-TZVPD
N 0.576 1.724 -0.378
N 0.000 0.450 -0.217
C -1.208 0.308 0.258
O -1.405 -0.849 0.741
C 0.504 -1.181 0.381
O 1.340 -1.183 1.212
O 0.299 -2.091 -0.559
H 1.099 1.719 -1.249
H 1.248 1.876 0.370
H -1.882 1.151 0.409
H -0.569 -1.923 -0.967
```

Entry two
A structure of composition C2H4N2O3. Source: the Open Molecules 2025 dataset; level of theory: ωB97M-V/def2-TZVPD.

Calculated values
Molar mass, g mol⁻¹: 104.06
Charge: 0
HOMO-LUMO gap, eV: 9.075
HOMO level, eV: -9.3180

```
11
C2H4N2O3, DFT ωB97M-V/def2-TZVPD
C 1.129 -0.128 -0.147
C 0.218 -1.278 0.511
H -0.699 1.120 1.392
H 1.097 2.038 -0.500
H 0.882 -2.177 1.147
H -2.542 -0.159 -0.946
N 0.693 1.190 -0.125
N -1.004 -1.319 0.098
O -0.535 1.675 0.160
O 2.053 -0.581 -0.635
O -1.292 -0.381 -0.953
```

Entry three
A structure of composition C2H4N2O3. Source: the Open Molecules 2025 dataset; level of theory: ωB97M-V/def2-TZVPD.

Calculated values
Molar mass, g mol⁻¹: 104.06
Charge: 0
HOMO-LUMO gap, eV: 10.890
HOMO level, eV: -10.3856

```
11
C2H4N2O3, DFT ωB97M-V/def2-TZVPD
C 0.106 1.209 -0.823
C -0.564 0.229 0.784
N 0.358 -0.153 -0.353
N 0.488 -1.356 -1.063
O 0.338 1.855 -1.792
O -0.600 1.541 0.247
O -0.028 0.189 2.039
H -1.470 -0.201 0.596
H -0.455 -1.738 -1.242
H 0.878 -1.953 -0.364
H 0.948 0.377 1.972
```

Computed energies relative to the best structure, in kJ/mol: entry one 52.4; entry two 677.5; entry three 0.0

Entry one
A cluster of 2 separate species, C2H11N4 in total. Source: the Open Molecules 2025 dataset; level of theory: ωB97M-V/def2-TZVPD.

Calculated values
Molar mass, g mol⁻¹: 91.14
Charge: +1
HOMO-LUMO gap, eV: 10.452
HOMO level, eV: -13.4038

```
17
C2H11N4, DFT ωB97M-V/def2-TZVPD
C 1.454 -0.993 0.265
C 0.240 -0.228 0.608
N 0.283 0.976 1.024
N -2.172 -0.019 0.775
N -1.038 -0.822 0.552
N 0.637 1.066 -2.714
H 2.231 -0.384 0.791
H 1.400 -0.848 -0.771
H 1.423 -1.980 0.584
H 1.054 1.574 1.042
H -0.712 1.362 1.454
H -2.629 -0.348 1.649
H -2.888 -0.112 0.039
H -1.171 -1.670 0.123
H -0.250 0.929 -3.017
H 0.787 2.030 -2.498
H 1.269 0.587 -3.376
```

Entry two
A cluster of 2 separate species, C2H11N4 in total. Source: the Open Molecules 2025 dataset; level of theory: ωB97M-V/def2-TZVPD.

Calculated values
Molar mass, g mol⁻¹: 91.14
Charge: +1
HOMO-LUMO gap, eV: 10.270
HOMO level, eV: -13.5044

```
17
C2H11N4, DFT ωB97M-V/def2-TZVPD
N -1.756 1.127 -0.579
C -0.572 0.989 -1.297
N -0.145 2.122 -1.889
N 0.136 -0.108 -1.361
H -2.149 0.216 -0.376
H -2.456 1.687 -1.052
H -0.309 3.000 -1.417
H 0.778 2.056 -2.298
H -0.480 -0.912 -1.490
C 1.002 -1.997 1.652
N 0.730 -0.558 1.315
H 0.096 -2.558 1.483
H 1.799 -2.353 1.011
H 1.307 -2.070 2.689
H -0.025 -0.191 1.887
H 0.480 -0.468 0.270
H 1.565 0.018 1.453
```

Computed energies relative to the best structure, in kJ/mol: entry one 135.7; entry two 0.0

Entry one
The ion C3H6O2P with charge -1. Source: the Open Molecules 2025 dataset; level of theory: ωB97M-V/def2-TZVPD.

Calculated values
SMILES: C=C[P@@](=C)([O-])O
Molar mass, g mol⁻¹: 105.05
Charge: -1
HOMO-LUMO gap, eV: 7.110
HOMO level, eV: -3.0884

```
12
C3H6O2P, DFT ωB97M-V/def2-TZVPD
C -1.872 -0.460 -0.032
C -0.639 -0.761 -0.373
P 0.966 -0.187 0.296
C 1.344 1.327 1.041
O 1.559 -1.428 0.864
O 1.492 -0.117 -1.265
H -2.677 -1.131 -0.522
H -2.255 0.348 0.581
H -0.382 -1.626 -1.017
H 0.609 1.447 1.841
H 1.085 2.219 0.305
H 0.770 0.371 -1.718
```

Entry two
The ion C3H6O2P with charge -1. Source: the Open Molecules 2025 dataset; level of theory: ωB97M-V/def2-TZVPD.

Calculated values
Molar mass, g mol⁻¹: 105.05
Charge: -1
HOMO-LUMO gap, eV: 6.149
HOMO level, eV: -2.1364

```
12
C3H6O2P, DFT ωB97M-V/def2-TZVPD
C -0.587 -0.425 0.438
C 0.074 1.063 0.338
C 0.192 -1.240 -0.590
O 0.975 0.522 -2.429
O -0.500 1.993 1.091
P -0.266 0.297 -1.593
H -0.442 -0.925 1.421
H -1.729 -0.449 0.292
H 0.019 1.601 1.713
H 1.207 1.006 0.510
H 1.209 -1.171 -0.398
H -0.150 -2.271 -0.793
```

Computed energies relative to the best structure, in kJ/mol: entry one 0.0; entry two 207.6

Entry one
A cluster of 2 separate species, C3H9NO2 in total. Source: the Open Molecules 2025 dataset; level of theory: ωB97M-V/def2-TZVPD.

Calculated values
Expectation value of S²: 0.75
Molar mass, g mol⁻¹: 91.11
Charge: -1
HOMO-LUMO gap (spin up / spin down), eV: 3.205 / 8.038
Spin multiplicity: 2
HOMO level (spin up / spin down), eV: 1.0398 / -3.9334

```
15
C3H9NO2, DFT ωB97M-V/def2-TZVPD
C -0.309 0.148 -0.912
N 0.639 0.151 0.086
C 0.843 -1.048 0.822
C 1.623 1.214 0.044
O -0.873 -0.913 -1.372
H -0.596 1.116 -1.357
H 1.471 -1.826 0.351
H -0.145 -1.494 0.965
H 1.189 -0.921 1.857
H 1.170 2.197 0.150
H 2.289 1.035 -0.815
H 2.309 1.118 0.903
H -3.730 0.304 -0.214
H -2.562 -0.570 -0.562
O -3.319 -0.510 0.054
```

Entry two
A cluster of 2 separate species, C3H9NO2 in total. Source: the Open Molecules 2025 dataset; level of theory: ωB97M-V/def2-TZVPD.

Calculated values
Expectation value of S²: 0.75
Molar mass, g mol⁻¹: 91.11
Charge: -1
HOMO-LUMO gap (spin up / spin down), eV: 3.249 / 6.691
Spin multiplicity: 2
HOMO level (spin up / spin down), eV: 0.3608 / -3.1102

```
15
C3H9NO2, DFT ωB97M-V/def2-TZVPD
C 0.275 2.217 0.250
C 1.242 1.079 -0.179
C 0.880 -0.175 0.602
O -0.026 -1.030 0.340
N 0.202 3.297 -0.788
H 0.467 2.701 1.203
H -0.700 1.727 0.333
H 2.294 1.230 0.107
H 1.349 1.030 -1.290
H 1.651 -0.383 1.399
H -0.727 3.544 -1.075
H 0.769 3.042 -1.562
H -1.822 -3.828 -0.241
H -2.283 -5.060 -0.813
O -2.054 -4.719 0.066
```

Computed energies relative to the best structure, in kJ/mol: entry one 0.0; entry two 16.2